1.
76
Properties=species:S:1:pos:R:3 method="wB97M-V/def2-TZVPD" spin_multiplicity=1 charge=+1 homo_energy_ev=-7.456
H 3.641 7.938 -1.405
O 0.539 -9.307 6.431
H -7.394 -6.080 4.866
N 0.383 -1.766 0.889
O -2.739 -1.070 -0.546
Br 1.452 2.067 -1.288
Br -0.596 -8.566 4.945
N -0.771 -8.106 7.898
H 5.581 5.976 -5.501
H 1.609 1.766 -5.325
H 1.408 4.047 -6.119
H -8.598 -2.501 6.722
Cl -3.119 -5.791 2.241
H 5.769 7.639 -4.953
C -8.100 -5.133 1.816
C -1.987 -1.210 0.440
H -8.233 -6.200 1.650
H 0.258 -2.362 0.049
C -2.158 -4.953 3.476
H 0.335 4.285 -7.514
N -8.293 -4.447 5.903
Cl -3.166 -3.736 4.279
Be 0.082 -0.175 -2.249
Cl -0.768 -4.170 2.711
C -7.303 -5.050 5.175
H 5.895 8.002 -0.741
N 4.275 8.516 -1.952
N 0.650 -9.695 8.663
Br 4.053 0.934 -3.641
H 7.612 8.496 -2.555
K -4.087 -1.502 -2.309
C 1.749 1.928 -7.885
Cl -1.582 -6.139 4.685
H 3.254 3.755 -1.169
O 0.782 1.472 -5.729
C 5.638 7.990 -1.806
C -6.711 -2.923 5.599
H 1.344 -10.404 8.484
C -7.943 -3.149 6.161
H -1.074 -7.900 8.833
C 0.496 3.693 -6.610
O 5.115 6.278 -3.539
H -0.109 -0.088 -0.336
Cl -7.502 -4.391 0.325
H -6.163 -1.994 5.633
C 6.610 8.929 -2.513
H 3.986 8.345 -2.914
C 3.265 2.737 -1.560
H 6.297 9.166 -3.531
H 6.975 6.395 -4.489
H 2.704 2.222 -7.437
H -0.341 1.868 -7.382
H -5.384 -4.301 4.434
C -0.508 -0.604 0.606
Cl -9.645 -4.432 2.307
H -0.518 0.073 1.515
H 5.203 5.901 -1.562
H -7.371 -4.970 2.608
H 1.625 2.468 -8.827
H -0.329 3.880 -5.919
H 6.681 9.876 -1.974
H 1.816 0.859 -8.101
C 0.150 -9.041 7.605
H 6.777 6.176 -2.290
H 3.925 2.125 -0.948
H 4.542 3.312 -3.189
C 5.738 6.528 -2.284
C 3.633 2.734 -3.021
H 2.842 3.116 -3.665
H -1.171 -7.592 7.133
H -9.147 -4.888 6.201
C -6.305 -4.129 4.973
H 0.371 -9.515 9.611
F -2.451 -2.018 1.512
C 5.915 6.596 -4.666
C 0.596 2.210 -6.935

2.
62
Properties=species:S:1:pos:R:3 method="wB97M-V/def2-TZVPD" spin_multiplicity=1 charge=+3 homo_energy_ev=-15.011
H -6.147 1.346 1.602
C -0.172 1.677 -1.620
H 5.436 1.228 -0.365
O -5.200 -1.554 2.475
I -3.191 -4.635 -0.979
C 6.253 -0.570 -1.182
H -1.136 3.548 -1.247
H 7.092 -0.661 2.875
H -0.377 0.788 -2.230
C 2.648 0.459 -1.730
H -6.943 -4.823 -1.502
C -5.144 1.108 1.175
H 5.142 1.092 -2.134
H -3.179 -2.466 0.897
H -1.912 2.168 0.509
C -4.416 2.486 0.993
C 7.514 0.182 0.958
C -5.520 -3.937 0.825
H -5.156 3.286 1.104
C 6.614 -0.921 0.277
H 2.139 1.942 -0.251
H 1.210 2.380 -3.165
H -4.660 0.632 3.781
C 2.326 1.907 -1.334
H -6.738 -6.117 -0.293
H 5.959 0.602 2.452
H 7.125 -0.212 -1.751
Cl -2.321 -0.140 2.331
C -2.391 1.983 -0.462
C 5.178 0.546 -1.186
H -5.736 -6.058 -1.788
H 2.974 0.348 -2.772
Lu -6.452 -1.141 3.998
H 1.002 3.514 -1.763
H 7.636 1.037 2.992
C 3.788 -0.063 -0.797
H 5.687 -0.960 0.865
H -3.832 -3.736 2.901
H 7.095 -1.899 0.379
C 7.022 0.335 2.415
C -1.464 2.548 -1.561
C -6.206 -5.467 -0.999
C 1.075 2.466 -2.082
Si -4.261 -2.900 1.767
H 1.795 -0.223 -1.587
I -7.580 -4.014 1.515
Si -4.349 0.003 2.442
H 0.011 1.321 -0.592
H -1.952 2.625 -2.538
H 8.556 -0.147 0.917
H -2.459 0.892 -0.610
C -5.192 -4.627 -0.249
H 3.822 -1.161 -0.780
H -3.632 2.657 1.742
H -3.814 3.662 -0.779
H 3.537 0.238 0.231
H -4.457 2.051 -1.113
H 3.224 2.510 -1.519
C -3.800 2.622 -0.441
H 5.883 -1.488 -1.674
H -5.351 0.593 0.227
H 7.395 1.134 0.429

3.
63
Properties=species:S:1:pos:R:3 method="wB97M-V/def2-TZVPD" spin_multiplicity=2 homo_energy_ev="-7.852 / -9.169"
H 4.537 -3.384 -0.364
C 3.861 -1.150 -3.807
H -0.313 -3.161 -3.071
C 4.020 -3.061 -1.269
C 3.979 -1.536 -1.299
H 0.420 -0.377 2.027
H 0.613 0.607 0.598
N 1.812 -1.659 -2.433
C 2.907 0.521 -2.247
C 0.312 -3.590 -2.287
H 0.947 4.268 1.774
H -1.817 1.157 3.450
H -1.675 -0.071 0.660
H 4.530 -2.009 -3.823
C 2.614 -3.655 -1.283
H 0.259 -4.678 -2.355
H 2.098 -3.375 -0.359
C -5.971 2.924 1.870
H 0.795 1.428 3.343
H 1.732 -3.282 -4.626
H -1.644 1.639 1.055
C 3.147 -0.969 -2.460
C 1.829 2.326 1.896
H 3.874 1.026 -2.280
H 2.051 -4.807 -3.794
C 2.263 -3.736 -3.789
C -4.473 2.856 1.520
H 4.606 -3.449 -2.107
C -3.637 0.263 2.700
H 3.146 -1.254 -4.623
H -3.954 -0.720 3.055
H -4.067 0.970 3.415
N 0.626 1.718 2.386
H 4.990 -1.127 -1.380
H -3.771 4.644 1.298
O -4.086 3.940 0.723
C -1.375 0.650 1.426
H -6.434 3.649 1.202
O -4.138 1.734 0.755
C -4.314 0.455 1.348
O 0.960 -1.127 -1.646
H -3.903 -0.236 0.614
H 2.726 4.235 1.539
C 1.887 3.817 2.088
Cl -5.710 4.927 3.559
O 2.715 1.699 1.374
H -5.717 2.748 3.886
N -6.278 3.305 3.245
H -1.691 -0.560 3.158
H 2.652 -4.748 -1.316
C -2.095 0.369 2.744
H -5.380 0.217 1.444
H 3.329 -3.615 -3.949
H 4.465 -0.266 -4.007
H 3.557 -1.163 -0.362
H 2.443 0.734 -1.289
H 2.275 0.932 -3.036
H -3.894 2.867 2.460
H -0.084 -3.274 -1.327
C 1.765 -3.163 -2.463
H -6.465 1.963 1.711
H 2.010 4.035 3.153
C 0.135 0.580 1.577

4.
64
Properties=species:S:1:pos:R:3 method="wB97M-V/def2-TZVPD" spin_multiplicity=3 de_lowest_ev=1.030 charge=+4 homo_energy_ev="-19.932 / -19.931"
H -3.109 -2.364 -0.376
C 3.455 1.941 -1.738
H 1.463 -3.984 -1.525
C 0.139 -3.738 3.499
H 2.232 -0.585 2.843
C -2.111 -2.711 -0.619
C -3.155 3.429 -0.194
O 0.322 3.407 -0.444
P -3.426 1.702 -0.769
H -0.772 -3.189 3.777
C 0.476 -3.627 -1.263
H 1.006 1.720 -3.888
O 2.394 -0.196 0.292
H -1.913 -1.415 -2.336
H -2.032 -4.082 1.039
H -3.311 3.483 0.892
C -1.435 -2.175 -1.731
H 2.421 -4.582 1.579
H 0.038 0.538 -2.955
H 2.903 2.780 -1.291
H 1.226 3.614 2.598
H -2.109 3.691 -0.417
H 1.509 5.525 1.568
C -0.536 -0.510 1.185
C -1.495 -3.681 0.188
H 2.324 -1.411 -3.448
H 4.172 1.544 -1.007
O -0.656 0.434 1.898
H 0.436 2.132 -2.229
C 0.826 3.853 0.593
N 0.938 3.137 1.756
H 0.707 -3.994 4.405
H -4.128 2.330 -2.991
C -4.671 2.005 -2.092
C 0.803 1.324 -2.881
C 1.662 -0.396 -0.674
H 3.165 -3.870 3.057
H 0.377 2.298 1.845
H 3.959 -0.947 -2.888
H 0.272 -4.894 0.493
H 0.851 -0.843 3.945
C 1.713 -1.324 3.466
H -3.834 4.119 -0.711
C -0.186 -4.133 -0.119
H -0.150 -4.656 2.970
H -3.983 1.144 1.520
P 2.321 0.664 -2.229
H 3.225 -0.110 -4.291
C 3.018 -0.569 -3.313
H 0.387 -2.196 -2.893
H -5.191 1.063 -2.312
C -0.128 -2.617 -2.043
H -5.440 1.751 0.656
W -0.240 -2.088 -0.062
H 3.335 -3.049 1.466
H 3.996 2.297 -2.626
H 2.399 -1.715 4.230
H -5.387 2.779 -1.785
C 2.667 -3.648 2.101
H -4.837 0.084 0.363
C -4.543 1.121 0.576
H 1.153 5.717 -0.099
N 1.422 5.101 0.654
P 1.153 -2.690 2.411